C4H10N3O | ωB97M-V with the def2-TZVPD basis set

```
18
Properties=species:S:1:pos:R:3:forces:R:3
C 1.3569 0.6803 -0.7541 -1.4818 -1.0558 2.0990
C -0.1497 -1.4949 0.1543 -3.1739 1.0700 -1.3406
C -0.1683 -1.0754 -1.4068 -0.6888 1.6387 2.5899
C -0.4368 -0.3901 1.1905 -0.7076 -0.8106 -1.9909
N 0.8229 -0.0215 -1.7135 -0.5885 -0.6576 0.0390
N 2.0744 1.7695 -0.8125 -0.5119 -0.2658 -3.9070
N -2.1141 0.7200 2.4090 -1.8150 2.2647 3.0214
O -1.6605 -0.0679 1.4711 2.7777 -2.1186 -2.6632
H -0.9053 -2.3167 0.1863 0.4097 0.6791 0.3148
H 0.7709 -1.8754 0.3974 2.3912 -0.8407 0.6552
H -0.1557 -1.9174 -2.0357 0.8911 -1.2199 -0.7099
H -1.1963 -0.7332 -1.5211 -0.0067 0.6477 -0.2980
H 0.4758 0.0557 1.5328 -0.0973 0.6498 1.0993
H 0.9719 0.1581 -2.6841 0.0956 0.1240 -0.8902
H 2.4895 1.9243 0.0206 1.7093 1.2968 2.8418
H 2.4924 2.2187 -1.6425 -0.3422 -0.3688 0.4151
H -3.0901 0.9692 2.2357 0.7279 -0.2667 -0.1618
H -1.5779 1.3967 2.9728 0.4113 -0.7664 -1.1138
```
Positions in Å, forces in eV/Å.

relative energy (zero: lowest compared OMol25 entry of this formula, charge and spin)	118.6	kcal per mole
LUMO (spin up / spin down)	-4.58 / -4.58	eV
gap between HOMO and LUMO (spin up / spin down)	7.454 / 7.455	eV
multiplicity	1
total charge	+1
molar mass	116.14	g/mol

Electronic structure analysis, Mulliken charges in units of e: -0.289, -0.787, -0.547, 0.094, -0.008, -0.272, -0.344, -0.089, 0.396, 0.364, 0.464, 0.248, 0.550, 0.215, 0.247, 0.220, 0.265, 0.276